[1]
DFT (the ωB97M-V functional and the def2-TZVPD basis) results for a molecular structure, C40H53BrGe2MgN3O2.

Orbital gap, eV: 6.36
Charge: +1
Largest force on an atom, eV/A: 1.0
LUMO, eV: -3.00
Energy, Eh: -8798.66234
E_HOMO, eV: -9.360

XYZ file:
```
102
Properties=species:S:1:pos:R:3:lowdin_charge:R:1
Mg 0.47 0.57 0.05 0.425
C 6.52 -1.22 3.32 -0.033
C 5.74 0.06 3.68 -0.557
C 5.49 0.07 5.19 -0.058
C 6.56 1.30 3.30 -0.033
C 4.44 0.07 2.89 -0.131
C 3.18 0.09 3.49 0.037
C 2.05 0.09 2.70 -0.098
N 2.09 0.07 1.37 0.030
C 3.29 0.05 0.76 -0.176
C 4.47 0.05 1.49 0.061
C 3.24 -0.02 -0.72 -0.183
C 4.38 0.02 -1.51 0.070
C 4.29 -0.08 -2.89 -0.132
C 3.01 -0.22 -3.43 0.017
C 1.92 -0.24 -2.58 -0.104
N 2.02 -0.14 -1.25 0.049
C 5.51 -0.06 -3.81 -0.556
C 5.40 1.17 -4.73 -0.031
C 5.52 -1.35 -4.64 -0.034
C 6.82 0.03 -3.02 -0.057
H 7.44 -1.26 3.90 0.093
H 6.78 -1.25 2.26 0.080
H 5.92 -2.10 3.55 0.095
H 6.45 0.05 5.70 0.092
H 4.93 -0.80 5.51 0.091
H 4.97 0.98 5.50 0.092
H 7.49 1.31 3.87 0.093
H 6.01 2.21 3.54 0.096
H 6.82 1.32 2.24 0.080
H 3.07 0.10 4.56 0.115
H 1.06 0.11 3.14 0.105
H 5.42 0.04 0.98 0.110
H 5.35 0.14 -1.05 0.101
H 2.85 -0.30 -4.49 0.121
H 0.92 -0.35 -2.98 0.122
H 4.51 1.13 -5.35 0.083
H 6.27 1.20 -5.39 0.094
H 5.38 2.09 -4.15 0.094
H 4.65 -1.41 -5.30 0.081
H 5.53 -2.22 -3.99 0.096
H 6.41 -1.37 -5.26 0.093
H 6.88 0.95 -2.44 0.090
H 7.65 0.02 -3.72 0.093
H 6.94 -0.83 -2.35 0.092
C -0.75 3.75 4.10 -0.174
C 0.02 3.23 2.88 -0.387
Ge -0.88 1.88 1.68 0.856
C -2.55 2.69 0.90 -0.370
C -3.56 3.27 1.90 -0.166
C -1.67 0.60 2.98 -0.233
C -2.08 -0.67 2.88 -0.293
Ge -1.81 -1.86 1.28 1.112
C -0.03 -2.74 1.21 -0.296
C 0.35 -3.60 2.42 -0.161
C -3.28 -3.01 0.58 -0.302
C -3.57 -4.27 1.39 -0.155
C -2.72 -1.39 4.00 -0.251
C -2.55 -2.77 4.16 -0.087
C -3.11 -3.46 5.22 -0.071
C -3.86 -2.77 6.16 -0.079
C -4.06 -1.41 6.02 -0.069
C -3.50 -0.73 4.95 -0.032
H -0.13 4.43 4.69 0.066
H -1.06 2.94 4.75 0.052
H -1.64 4.30 3.80 0.045
H 0.95 2.77 3.21 0.030
H 0.30 4.07 2.24 0.049
H -3.05 1.89 0.34 0.039
H -2.26 3.46 0.18 0.053
H -3.80 2.54 2.68 0.059
H -4.49 3.55 1.40 0.067
H -3.17 4.17 2.38 0.049
H -1.80 1.04 3.97 0.049
H 0.70 -1.94 1.07 0.026
H -0.02 -3.35 0.30 0.076
H 0.28 -3.03 3.35 0.066
H 1.38 -3.96 2.33 0.073
H -0.30 -4.47 2.50 0.063
H -2.95 -3.27 -0.43 0.071
H -4.17 -2.38 0.49 0.063
H -2.67 -4.88 1.53 0.065
H -4.30 -4.88 0.86 0.077
H -3.98 -4.03 2.37 0.057
H -1.94 -3.32 3.44 0.060
H -2.96 -4.52 5.31 0.110
H -4.30 -3.30 7.00 0.106
H -4.67 -0.87 6.74 0.108
H -3.70 0.33 4.84 0.110
Br 1.46 3.32 -1.76 0.838
C -0.20 2.57 -2.28 -0.699
C -0.98 3.20 -3.23 -0.067
C -2.21 2.63 -3.53 -0.009
C -2.62 1.50 -2.85 0.037
C -1.77 0.95 -1.91 -0.183
N -0.56 1.46 -1.65 0.005
C -2.20 -0.18 -1.02 -0.534
O -3.35 -0.55 -1.01 0.113
O -1.25 -0.65 -0.24 -0.209
H -0.64 4.11 -3.71 0.113
H -2.86 3.09 -4.27 0.124
H -3.59 1.05 -3.01 0.134
```



[2]
DFT (the ωB97M-V functional and the def2-TZVPD basis) results for 3 unconnected molecules or ions with the total composition C40H53F20N4O6PS2 at a distorted geometry.

Orbital gap, eV: 7.47
Charge: 0
Largest force on an atom, eV/A: 2.3
LUMO, eV: -0.92
Energy, Eh: -5361.43569
SMILES: CCCCN(CCCCc1c2c(c([PH2]=N)c(N)c1C(F)(F)C(F)F)C(=O)N(CCCCCCOC(C)=O)C2=O)C(=S)SCCC.FC(F)C(F)(F)COC(F)(F)C(F)F.FC(F)C(F)(F)COC(F)(F)C(F)F
E_HOMO, eV: -8.388

XYZ file:
```
126
Properties=species:S:1:pos:R:3:lowdin_charge:R:1
C 1.99 -0.03 7.29 -0.098
C 3.21 0.85 7.58 -0.242
C 3.12 2.22 6.91 -0.205
C 3.35 2.03 5.44 -0.235
N 3.05 3.21 4.61 -0.178
C 3.21 2.91 3.16 -0.190
C 4.56 2.32 2.80 -0.167
C 4.57 0.80 2.63 -0.147
C 3.42 0.20 1.80 -0.098
C 3.80 -0.73 0.68 -0.067
C 3.49 -2.03 0.86 -0.036
C 3.75 -3.01 -0.04 -0.083
C 4.40 -2.69 -1.17 -0.201
P 4.81 -4.01 -2.38 0.746
N 5.80 -5.08 -1.81 -0.300
C 4.74 -1.37 -1.40 -0.216
N 5.43 -1.12 -2.63 0.074
C 4.42 -0.39 -0.50 0.003
C 4.74 1.07 -0.78 -0.395
F 5.71 1.47 0.07 0.128
F 5.23 1.30 -2.01 0.114
C 3.55 2.04 -0.64 -0.315
F 3.67 3.05 -1.50 0.127
F 2.42 1.37 -0.94 0.107
C 3.20 -4.31 0.47 -0.344
O 3.34 -5.41 -0.01 0.130
N 2.52 -4.01 1.65 0.060
C 1.10 -4.37 1.80 -0.092
C 0.08 -3.29 1.42 -0.158
C -0.51 -2.59 2.63 -0.205
C -2.04 -2.50 2.66 -0.190
C -2.69 -1.78 1.48 -0.162
C -3.99 -2.44 1.09 -0.162
O -5.02 -1.81 1.90 -0.012
C -6.30 -2.15 1.68 -0.538
C -7.22 -0.99 1.77 0.026
O -6.68 -3.28 1.46 0.109
C 2.84 -2.69 2.03 -0.327
O 2.63 -2.28 3.14 0.138
C 1.74 3.66 4.72 -1.134
S 0.42 2.76 4.97 0.756
S 1.59 5.40 4.47 0.909
C 0.47 5.42 3.04 -0.517
C 0.86 6.47 2.03 -0.319
C 0.05 6.22 0.76 -0.103
H 2.24 -0.91 6.72 0.065
H 1.22 0.50 6.74 0.035
H 1.54 -0.35 8.21 0.065
H 4.06 0.34 7.15 0.098
H 3.32 0.95 8.64 0.100
H 3.91 2.82 7.34 0.116
H 2.14 2.61 7.13 0.083
H 2.80 1.17 5.07 0.107
H 4.39 1.79 5.34 0.112
H 2.36 2.30 2.86 0.102
H 3.11 3.86 2.65 0.108
H 4.94 2.82 1.93 0.095
H 5.23 2.55 3.60 0.114
H 5.51 0.49 2.22 0.109
H 4.53 0.37 3.61 0.101
H 2.84 -0.37 2.49 0.090
H 2.74 0.94 1.43 0.095
H 5.38 -3.41 -3.49 -0.012
H 3.58 -4.52 -2.82 0.000
H 6.04 -4.90 -0.85 -0.043
H 4.99 -0.39 -3.16 0.085
H 6.39 -0.87 -2.45 0.103
H 3.47 2.43 0.36 0.137
H 0.95 -4.58 2.84 0.114
H 0.92 -5.28 1.25 0.122
H 0.46 -2.57 0.70 0.116
H -0.73 -3.79 0.92 0.108
H -0.15 -1.57 2.71 0.109
H -0.23 -3.11 3.53 0.104
H -2.31 -1.95 3.55 0.114
H -2.44 -3.49 2.73 0.109
H -2.06 -1.76 0.61 0.109
H -2.93 -0.76 1.76 0.118
H -4.23 -2.30 0.05 0.115
H -3.97 -3.50 1.29 0.116
H -8.18 -1.30 1.42 0.085
H -7.34 -0.67 2.79 0.095
H -6.86 -0.17 1.18 0.057
H 0.57 4.45 2.57 0.057
H -0.56 5.51 3.33 0.077
H 1.90 6.40 1.77 0.095
H 0.60 7.45 2.38 0.102
H -0.11 7.13 0.20 0.068
H 0.55 5.53 0.10 0.067
H -0.90 5.77 1.01 0.069
F -6.07 3.23 -1.74 0.109
C -6.27 2.01 -1.19 -0.309
F -6.30 2.16 0.15 0.095
C -5.15 1.03 -1.55 -0.435
F -3.99 1.44 -1.00 0.139
F -5.47 -0.15 -0.96 0.097
C -4.94 0.68 -3.03 -0.035
O -3.91 1.29 -3.79 0.042
C -3.99 2.48 -4.45 -0.536
F -5.24 2.97 -4.49 0.163
F -3.65 2.20 -5.73 0.128
C -2.98 3.51 -3.92 -0.286
F -3.18 3.75 -2.61 0.108
F -3.14 4.66 -4.60 0.106
H -7.24 1.62 -1.52 0.175
H -4.62 -0.36 -3.01 0.148
H -5.89 0.69 -3.57 0.149
H -1.97 3.13 -4.06 0.177
F -2.06 -3.11 -9.17 0.102
C -2.44 -4.23 -8.53 -0.312
F -3.20 -4.95 -9.38 0.100
C -3.26 -3.93 -7.27 -0.442
F -4.43 -3.35 -7.61 0.136
F -3.56 -5.15 -6.74 0.102
C -2.60 -3.12 -6.13 -0.041
O -2.87 -1.74 -6.01 0.042
C -2.17 -0.75 -6.66 -0.537
F -1.06 -1.22 -7.26 0.157
F -1.76 0.12 -5.71 0.141
C -3.07 0.02 -7.62 -0.294
F -3.62 -0.81 -8.53 0.105
F -2.35 0.95 -8.28 0.107
H -1.55 -4.81 -8.28 0.173
H -3.05 -3.54 -5.23 0.148
H -1.54 -3.33 -6.07 0.143
H -3.87 0.50 -7.07 0.154
```